A molecular structure, C4H10NS at a distorted geometry. Source: the Open Molecules 2025 dataset; level of theory: wB97M-V/def2-TZVPD.

Geometry as XYZ:
```
16
C4H10NS wB97M-V/def2-TZVPD
C -0.2215 0.6896 0.3908
C 1.1380 0.6539 -0.2645
C -0.4718 0.5895 1.8090
C -1.0183 -0.8283 -1.5548
N -0.2106 -0.6766 -0.3721
S 2.4297 -0.0526 0.5569
H -0.9938 1.3928 -0.2042
H 1.3970 0.9539 -1.2506
H -1.4579 0.2921 2.0449
H -0.4026 1.5718 2.3114
H 0.0788 -0.2250 2.3641
H -2.1617 -0.6404 -1.3385
H -0.6032 0.0037 -2.1440
H -0.7466 -1.8408 -1.8517
H 0.1821 -1.4242 0.0958
H 3.0624 -0.4593 -0.5924
```

Properties
**Charge**: +1
**E_tot**: -16626.3452 eV
**Spin multiplicity**: 1
**HOMO**: -14.1 eV
**Orbital gap**: 0.3599 hartree
**Energy above the lowest of the compared OMol25 structures with the same formula, charge and spin**: 2.621 eV



A gas-phase ion, C4H3ClNO2 (charge -1) at a distorted geometry. Source: the Open Molecules 2025 dataset; level of theory: wB97M-V/def2-TZVPD.

Geometry as XYZ:
```
11
C4H3ClNO2 wB97M-V/def2-TZVPD
C 1.0328 -0.0956 0.1664
C -0.2453 0.3879 -0.0435
C 1.4728 -1.3983 -0.2733
C -1.3159 -0.1484 -0.8769
N 2.6196 -1.8002 0.3314
O -2.4347 0.3617 -0.9141
O 0.8776 -1.9975 -1.2320
Cl 3.1654 -3.3343 -0.0229
H 1.5658 0.4523 0.9687
H -0.2948 1.3890 0.4740
H -0.9801 -1.1060 -1.5223
```

Properties
**Charge**: -1
**E_tot**: -22303.5551 eV
**SMILES**: O=C/C=C\C([O-])=N\Cl
**Spin multiplicity**: 1
**HOMO (spin up / spin down)**: -4.0 / -4.0 eV
**Orbital gap (spin up / spin down)**: 0.2739 / 0.2739 hartree



A molecular structure, C10H14NOP at a distorted geometry. Source: the Open Molecules 2025 dataset; level of theory: wB97M-V/def2-TZVPD.

Geometry as XYZ:
```
27
C10H14NOP wB97M-V/def2-TZVPD
C 2.0427 2.4025 1.5297
C 2.3445 1.4377 0.5042
C 1.1065 2.0173 2.5034
C 1.8958 0.1587 0.6174
C 0.5128 0.7516 2.4477
C 0.8598 -0.1744 1.4334
C -1.4554 0.6957 -1.0599
C -0.9365 1.3112 -2.3546
C 0.2980 -1.5318 1.3839
C -1.3517 -1.3041 0.3098
N -0.9882 -0.6413 -0.8581
O -2.3069 1.2593 -0.4147
P -1.8709 -3.0591 -0.0322
H 2.4751 3.4171 1.7554
H 3.0801 1.5712 -0.3335
H 1.0491 2.7242 3.2649
H 2.1909 -0.4557 -0.1802
H -0.2634 0.5348 3.1242
H -0.1166 1.9919 -2.0642
H -1.6215 1.8815 -2.9264
H -0.5085 0.5464 -3.0838
H 0.0067 -1.7416 2.2948
H 0.8310 -2.3525 0.8602
H -2.0297 -0.6671 0.9237
H -0.0389 -1.0117 -1.2039
H -0.7714 -3.3100 -0.9500
H -2.6694 -2.7353 -1.2114
```

Properties
**E_tot**: -23420.9404 eV
**Spin multiplicity**: 1
**HOMO**: -8.4 eV
**Orbital gap**: 0.3351 hartree
**Energy above the lowest of the compared OMol25 structures with the same formula, charge and spin**: 4.043 eV



A molecular structure, C28H68O26Tl at a distorted geometry. Source: the Open Molecules 2025 dataset; level of theory: wB97M-V/def2-TZVPD.

Geometry as XYZ:
```
123
C28H68O26Tl wB97M-V/def2-TZVPD
Tl -0.1068 3.0930 -2.7701
C -0.5585 -1.5545 -0.6823
C -0.2982 -0.1525 -0.9199
C 0.9586 0.4728 -0.2674
O 1.2520 1.6254 -0.4850
C 1.7351 -0.3629 0.6321
C 1.4483 -1.7161 0.8161
C 0.2725 -2.3328 0.1513
O -0.0195 -3.4867 0.3837
O 2.1568 -2.3100 1.6237
O -0.9835 0.5393 -1.6518
H -1.3260 -2.0949 -1.2243
H 2.5937 0.1533 1.0422
C -1.1652 1.1786 3.8943
C -1.5204 0.7577 2.4797
O -2.6947 1.4346 1.9674
O -2.2344 0.9754 4.7977
H -0.8671 2.2306 3.8766
H -0.3314 0.5583 4.2262
H -1.6992 -0.3080 2.3090
H -0.6807 1.0048 1.8219
H -3.4370 1.0132 2.4164
H -2.8785 1.6777 4.6571
C -0.5196 -2.8097 4.8351
C 0.8891 -2.2591 4.9563
O 1.8323 -3.3255 5.0433
O -0.8080 -3.1840 3.4931
H -1.2473 -2.0195 5.0662
H -0.6843 -3.6000 5.5720
H 0.9384 -1.6863 5.8858
H 1.0645 -1.6743 4.0561
H 1.7783 -3.6792 5.9355
H -1.7144 -3.5193 3.4152
C 4.5444 -0.9131 4.7194
C 4.0272 0.4008 4.1351
O 2.6438 0.3885 3.7645
O 4.8360 -1.8191 3.6403
H 3.8142 -1.3037 5.4215
H 5.4988 -0.6863 5.2038
H 4.6455 0.8666 3.3658
H 4.0201 1.0971 4.9831
H 2.5698 0.0187 2.8803
H 5.6806 -1.5130 3.2978
C 0.1257 4.6444 0.8313
C -1.3022 4.1566 0.9125
O -1.6052 3.0934 0.0104
O 0.5192 5.0339 -0.4843
H 0.7858 3.7863 1.0425
H 0.3451 5.3586 1.6280
H -1.9131 5.0006 0.5627
H -1.5312 3.8819 1.9432
H -2.0440 2.4285 0.5735
H 0.7016 5.9788 -0.4339
C -0.0900 -3.8450 -3.2394
C 1.2384 -4.3529 -2.7643
O 1.1259 -5.7053 -2.2938
O -0.4940 -4.6248 -4.3564
H -0.0206 -2.7641 -3.4542
H -0.8858 -3.9191 -2.4871
H 1.6247 -3.7849 -1.9182
H 1.9927 -4.3934 -3.5534
H 1.1532 -6.2549 -3.0838
H -1.4338 -4.4820 -4.4966
C -0.3146 0.0635 -4.8744
C 1.1753 0.1552 -4.7423
O 1.5907 0.8232 -3.5600
O -0.9881 1.3211 -5.0785
H -0.7632 -0.3238 -3.9506
H -0.5621 -0.6032 -5.7023
H 1.5800 0.6984 -5.6039
H 1.5744 -0.8638 -4.7440
H 2.5337 0.7171 -3.3101
H -1.6674 1.2095 -5.7459
C 4.7925 3.7488 0.3068
C 4.2728 5.1316 -0.0681
O 4.7294 5.5442 -1.3359
O 4.1271 2.7193 -0.4307
H 4.5421 3.5562 1.3535
H 5.8655 3.7452 0.1347
H 4.6158 5.8342 0.7001
H 3.1860 5.1300 -0.1396
H 5.6770 5.6659 -1.4263
H 3.2259 2.5969 -0.1160
C -3.9730 -0.6586 -0.6729
C -5.4786 -0.6015 -0.6299
O -5.9173 0.7727 -0.6956
O -3.4800 -0.4339 -1.9901
H -3.6100 -1.6028 -0.2498
H -3.5395 0.1326 -0.0452
H -5.8723 -0.9621 0.3308
H -5.9719 -1.1934 -1.4074
H -6.8763 0.6847 -0.7435
H -2.5194 -0.3281 -1.8409
C -3.6830 -3.5336 1.5964
C -4.0110 -4.6348 0.5793
O -2.8893 -5.4698 0.3994
O -3.4695 -3.9630 2.9138
H -4.4861 -2.7814 1.5850
H -2.7923 -2.9958 1.2591
H -4.3744 -4.1869 -0.3506
H -4.8041 -5.2322 1.0317
H -2.2008 -5.0094 -0.0920
H -4.2897 -4.2681 3.3124
C -3.9441 3.1716 -2.4559
C -3.7645 4.5176 -3.1047
O -2.4490 5.0668 -2.9414
O -3.0784 2.1429 -2.9149
H -4.9775 2.8338 -2.5975
H -3.8388 3.2126 -1.3662
H -4.4383 5.1998 -2.5789
H -4.0787 4.4729 -4.1511
H -2.5743 5.9963 -2.7416
H -3.2946 1.2577 -2.5780
C 3.4786 -1.6089 -2.3078
C 4.3602 -0.5155 -1.7316
O 4.0130 0.7189 -2.3540
O 3.6349 -1.8489 -3.7034
H 2.4385 -1.2704 -2.2536
H 3.6288 -2.5550 -1.7772
H 5.4145 -0.7747 -1.8581
H 4.1202 -0.4432 -0.6652
H 4.1112 1.4506 -1.7101
H 4.5667 -2.0417 -3.8687
```

Properties
**Charge**: +1
**E_tot**: -88051.9800 eV
**Spin multiplicity**: 1
**HOMO**: -11.6 eV
**Orbital gap**: 0.1467 hartree
**Energy above the lowest of the compared OMol25 structures with the same formula, charge and spin**: 0.000 eV



A molecular structure, C27H57ClN2O3P at a distorted geometry. Source: the Open Molecules 2025 dataset; level of theory: wB97M-V/def2-TZVPD.

Geometry as XYZ:
```
91
C27H57ClN2O3P wB97M-V/def2-TZVPD
C 4.4449 -0.4019 -4.4511
C 3.9927 -1.8537 -4.5489
C 2.4678 -2.0115 -4.3944
Cl 1.7095 -0.9729 -3.1922
P 2.0156 -3.6794 -3.8703
O 0.4904 -3.8837 -3.6535
C -0.3253 -4.3274 -4.8164
C -1.6311 -3.5750 -4.9331
C -2.2423 -4.0174 -6.2670
C -1.5028 -2.0539 -4.7459
C -1.8174 -1.6612 -3.2889
C -2.3936 -1.2143 -5.6642
H 3.8490 0.2243 -5.1082
H 5.4929 -0.3308 -4.7193
H 4.3451 -0.0106 -3.4441
H 4.2166 -2.1760 -5.5647
H 4.5486 -2.4903 -3.8637
H 2.0076 -1.8620 -5.3699
H 2.4643 -4.6263 -4.7948
H 2.6030 -3.8972 -2.6278
H -0.5460 -5.3731 -4.6223
H 0.2664 -4.2906 -5.7331
H -2.2803 -3.9624 -4.1482
H -3.2743 -3.6906 -6.3075
H -1.6960 -3.5886 -7.1023
H -2.2403 -5.1001 -6.3687
H -0.4800 -1.7218 -4.9372
H -1.3753 -0.6890 -3.0898
H -2.8931 -1.5681 -3.1756
H -1.4211 -2.3816 -2.5798
H -2.1396 -0.1678 -5.4983
H -3.4426 -1.3095 -5.3999
H -2.2383 -1.4064 -6.7192
C 1.6233 -3.2434 1.1292
C 0.1291 -2.8296 1.0150
C -0.0299 -1.4063 0.4645
C 0.1646 -0.2752 1.4733
C -0.6448 -0.5370 2.7410
C -0.3325 -1.8990 3.3553
N -0.5521 -2.9717 2.3330
O -1.8103 -3.2246 2.1838
C 1.1088 -1.8924 3.8954
C -1.2361 -2.1641 4.5517
C -0.4981 -3.7834 0.0026
H 1.9728 -3.3144 2.1535
H 1.7808 -4.2376 0.7079
H 2.2789 -2.5456 0.6033
H -1.0375 -1.3037 0.0483
H 0.6577 -1.2781 -0.3738
H 1.2256 -0.1486 1.7067
H -0.1601 0.6665 1.0254
H -0.4506 0.2413 3.4819
H -1.7113 -0.4757 2.5032
H 1.3759 -2.8679 4.3038
H 1.1823 -1.1652 4.7032
H 1.8581 -1.6126 3.1585
H -2.2904 -2.0839 4.2964
H -1.0215 -1.4335 5.3304
H -1.0564 -3.1590 4.9602
H -0.5154 -4.8058 0.3806
H 0.1042 -3.7611 -0.9094
H -1.5157 -3.5000 -0.2600
C -2.4140 5.7134 3.4198
C -0.9990 5.9593 2.8270
C -0.7742 5.1752 1.5246
C -0.4094 3.7000 1.6928
C 0.7173 3.5333 2.7106
C 0.3849 4.1842 4.0495
N 0.0514 5.6251 3.8361
O 1.1241 6.3226 3.6580
C -0.7654 3.4073 4.7164
C 1.5695 4.0808 5.0011
C -0.9312 7.4432 2.4851
H -2.4022 5.1246 4.3311
H -2.8824 6.6567 3.6974
H -3.0714 5.2128 2.7077
H 0.0368 5.6555 0.9687
H -1.6668 5.2703 0.9046
H -1.2868 3.1161 1.9862
H -0.0867 3.2985 0.7288
H 0.9281 2.4721 2.8689
H 1.6344 3.9716 2.3047
H -1.0546 3.8737 5.6585
H -0.4283 2.3943 4.9393
H -1.6535 3.3105 4.0967
H 2.4757 4.5077 4.5769
H 1.7618 3.0308 5.2218
H 1.3568 4.5920 5.9404
H -0.9723 8.0562 3.3851
H -1.7895 7.6917 1.8605
H -0.0277 7.7025 1.9370
```

Properties
**Charge**: +1
**E_tot**: -59847.6476 eV
**Spin multiplicity**: 3
**HOMO (spin up / spin down)**: -9.6 / -10.7 eV
**Orbital gap (spin up / spin down)**: 0.2382 / 0.2760 hartree



2 unconnected molecules or ions with the total composition C4H7NO at a distorted geometry. Source: the Open Molecules 2025 dataset; level of theory: wB97M-V/def2-TZVPD.

Geometry as XYZ:
```
13
C4H7NO wB97M-V/def2-TZVPD
O -1.6410 0.6230 0.5885
C -1.0088 -0.6116 0.3652
C -0.3710 -0.6114 -0.9579
C 1.3063 0.9891 -0.5620
C 1.6842 0.2803 0.5991
N 1.6692 -0.4199 1.5285
H -2.0416 0.6080 1.4638
H -1.6655 -1.4745 0.5859
H -0.1190 -0.7895 1.0252
H -0.7595 -0.0423 -1.7840
H -0.0645 -1.6410 -1.2223
H 0.9304 1.9955 -0.2957
H 2.0806 1.0943 -1.3341
```

Properties
**E_tot**: -7795.4682 eV
**Spin multiplicity**: 1
**HOMO**: -9.4 eV
**Orbital gap**: 0.3454 hartree
**Energy above the lowest of the compared OMol25 structures with the same formula, charge and spin**: 4.176 eV



C4H11NS2 in the gas phase at a distorted geometry. Source: the Open Molecules 2025 dataset; level of theory: wB97M-V/def2-TZVPD.

Geometry as XYZ:
```
18
C4H11NS2 wB97M-V/def2-TZVPD
S -2.0865 -0.1312 2.4046
S -1.7217 -0.2776 0.3620
C -0.2664 -1.3162 -0.0111
C 1.1479 -0.5108 -0.0534
N 1.2500 0.0545 -1.4396
C 2.5674 0.8250 -1.3496
C 2.8111 1.6707 -2.6472
H -3.0545 -1.0756 2.4503
H -0.5210 -1.5392 -1.0718
H -0.2025 -2.2693 0.4776
H 1.8870 -1.2105 0.0873
H 1.2786 0.3514 0.6627
H 0.6849 0.7384 -1.7654
H 2.6269 1.4058 -0.4352
H 3.3275 0.0414 -1.2828
H 2.2223 1.1696 -3.4491
H 3.8505 1.7975 -2.9920
H 2.5220 2.7382 -2.5018
```

Properties
**E_tot**: -27485.7039 eV
**SMILES**: CCNCCSS
**Spin multiplicity**: 1
**HOMO**: -9.1 eV
**Orbital gap**: 0.3557 hartree
**Energy above the lowest of the compared OMol25 structures with the same formula, charge and spin**: 1.562 eV



A molecular structure, C40H26F5I2MoN5O2SSb. Source: the Open Molecules 2025 dataset; level of theory: wB97M-V/def2-TZVPD.

Geometry as XYZ:
```
83
C40H26F5I2MoN5O2SSb wB97M-V/def2-TZVPD
Mo -0.9093 0.4031 1.2260
I -3.8247 -3.0745 7.2225
C -3.0168 -2.5235 5.3832
C -1.7939 -3.0426 4.9877
C -1.2369 -2.6614 3.7725
I 0.6128 -3.3820 3.1683
C -1.9162 -1.7672 2.9579
O -1.4261 -1.3480 1.7809
C -3.1534 -1.2515 3.3548
C -3.7964 -0.2710 2.4183
N -2.9029 0.9021 2.1823
C -2.6537 1.6782 3.4203
C -1.4332 1.1909 4.1575
C -1.3441 1.2662 5.5369
C -0.1821 0.8436 6.1597
C 0.8610 0.3578 5.3866
C 0.6976 0.3053 4.0178
N -0.4254 0.7140 3.4147
C -3.6996 -1.6272 4.5682
H -1.2666 -3.7394 5.6248
H -3.9767 -0.7301 1.4449
H -4.7492 0.0763 2.8241
H -3.3651 1.5192 1.5157
H -2.4979 2.7194 3.1341
H -3.5255 1.6358 4.0764
H -2.1820 1.6390 6.1101
H -0.0950 0.8865 7.2371
H 1.7819 0.0110 5.8321
H 1.4759 -0.0857 3.3757
H -4.6554 -1.2247 4.8803
O -0.8847 2.3781 1.1463
N -1.6571 3.4270 0.9101
C -1.2871 4.0936 -0.1273
C -1.9674 5.3018 -0.4801
N -2.4979 6.2732 -0.7813
C -0.2535 3.5515 -0.9677
N 0.4995 3.0005 -1.6342
S 1.3930 0.1532 0.6340
Sb 1.9448 0.0169 -1.6444
C 3.0858 -1.7453 -1.6337
C 4.2237 -1.8296 -2.4286
C 4.9533 -3.0091 -2.4575
C 4.5421 -4.0967 -1.6987
C 3.4061 -4.0084 -0.9051
C 2.6736 -2.8309 -0.8668
C 0.6300 -0.2635 -3.2615
C 0.6422 -1.5375 -3.8260
C -0.1100 -1.7870 -4.9648
C -0.8694 -0.7748 -5.5322
C -0.8735 0.4941 -4.9675
C -0.1216 0.7592 -3.8326
C 3.2894 1.5486 -2.0808
C 3.4315 1.9690 -3.3976
C 4.3668 2.9481 -3.7003
C 5.1455 3.4984 -2.6920
C 4.9964 3.0739 -1.3781
C 4.0661 2.0941 -1.0663
H 4.5533 -0.9817 -3.0188
H 5.8422 -3.0779 -3.0701
H 5.1108 -5.0167 -1.7237
H 3.0889 -4.8585 -0.3153
H 1.7905 -2.7606 -0.2417
H 1.2250 -2.3386 -3.3892
H -0.1074 -2.7779 -5.3982
H -1.4603 -0.9735 -6.4165
H -1.4617 1.2860 -5.4128
H -0.1217 1.7507 -3.4062
H 2.8159 1.5506 -4.1857
H 4.4830 3.2834 -4.7221
H 5.8717 4.2639 -2.9305
H 5.6042 3.5066 -0.5949
H 3.9447 1.7701 -0.0394
F -0.6207 -2.1311 -0.8218
C -1.5841 -1.3172 -1.3055
C -1.8053 -0.0873 -0.7011
C -2.7946 0.6684 -1.3051
F -3.1484 1.8664 -0.7707
C -3.5003 0.2796 -2.4314
F -4.4246 1.0716 -2.9717
C -3.2410 -0.9620 -2.9842
F -3.9018 -1.3727 -4.0593
C -2.2830 -1.7756 -2.4048
F -2.0445 -2.9838 -2.9155
```

Properties
**Charge**: +1
**E_tot**: -102457.1341 eV
**Spin multiplicity**: 3
**HOMO (spin up / spin down)**: -10.7 / -10.8 eV
**Orbital gap (spin up / spin down)**: 0.2550 / 0.2573 hartree
**Energy above the lowest of the compared OMol25 structures with the same formula, charge and spin**: 0.034 eV